No. 1
{
  "formula": "C39H42BCsN10O2SSi",
  "method": "ωB97M-V/def2-TZVPD",
  "symbols": ["Cs", "C", "C", "C", "C", "N", "N", "B", "N", "C", "C", "C", "C", "N", "N", "C", "C", "C", "C", "N", "N", "C", "C", "C", "C", "N", "H", "H", "H", "H", "H", "H", "H", "H", "H", "H", "H", "H", "H", "H", "H", "H", "H", "H", "H", "H", "O", "S", "O", "N", "C", "C", "C", "C", "C", "C", "C", "C", "N", "C", "C", "C", "C", "C", "C", "C", "H", "H", "H", "H", "H", "H", "H", "H", "H", "H", "H", "C", "Si", "C", "C", "C", "C", "C", "C", "C", "H", "H", "H", "H", "H", "H", "H", "H", "H", "H", "H"],
  "xyz": [[-0.96262, 0.13143, 0.59944], [2.06418, -0.72212, -2.36435], [2.15079, -1.74919, -1.27977], [3.06059, -2.81351, -1.13114], [2.69611, -3.41097, 0.05499], [1.64124, -2.73900, 0.55099], [1.30784, -1.71439, -0.26016], [1.00557, -2.95054, 1.92535], [-0.55239, -2.94633, 1.83254], [-1.42711, -2.92357, 2.86121], [-2.69462, -3.07132, 2.35387], [-2.50054, -3.19342, 0.96003], [-3.51504, -3.31516, -0.13161], [-1.21113, -3.12859, 0.66462], [1.52026, -1.85783, 2.91122], [1.46186, -1.88432, 4.25601], [2.22981, -0.85275, 4.74179], [2.77759, -0.26085, 3.58585], [3.77051, 0.85433, 3.49917], [2.33217, -0.85916, 2.49136], [1.41267, -4.32550, 2.49491], [0.77904, -5.50476, 2.33737], [1.57013, -6.48723, 2.88231], [2.70819, -5.80055, 3.35147], [3.90487, -6.35601, 4.05607], [2.60624, -4.50305, 3.11216], [2.56390, -1.06584, -3.26989], [2.54058, 0.21053, -2.05239], [1.02365, -0.50202, -2.61001], [3.85368, -3.10716, -1.79820], [3.11267, -4.25402, 0.58150], [-1.10277, -2.81399, 3.88250], [-3.62273, -3.08793, 2.90074], [-4.32212, -3.99387, 0.14766], [-3.03561, -3.68666, -1.03563], [-3.95833, -2.34604, -0.37119], [0.93387, -2.65956, 4.78636], [2.40832, -0.59444, 5.77264], [3.69174, 1.51837, 4.36250], [3.61807, 1.43990, 2.59185], [4.79228, 0.47034, 3.47263], [-0.18047, -5.55720, 1.84665], [1.36325, -7.54337, 2.93648], [3.93821, -7.44155, 3.96340], [3.88682, -6.10760, 5.11905], [4.82236, -5.94301, 3.63701], [-2.61349, 5.01942, 1.14608], [-1.79568, 4.16468, 0.33297], [-0.45903, 3.95360, 1.09580], [-2.21128, 2.79437, -0.13655], [-3.34330, 2.69159, -1.02833], [-4.37021, 3.64661, -1.05693], [-5.43380, 3.49233, -1.93479], [-5.50319, 2.38785, -2.76493], [-4.50605, 1.39294, -2.73737], [-4.56082, 0.23103, -3.54363], [-3.52786, -0.71804, -3.43338], [-2.49164, -0.48278, -2.56500], [-2.37267, 0.62366, -1.78578], [-3.38498, 1.54919, -1.85829], [-1.25166, 5.13211, -1.04829], [-0.85321, 4.46067, -2.19662], [-0.40233, 5.19940, -3.28009], [-0.35273, 6.58528, -3.20557], [-0.76399, 7.24319, -2.05396], [-1.22550, 6.51645, -0.96631], [-4.35152, 4.48563, -0.37722], [-6.21941, 4.23894, -1.95303], [-6.34071, 2.25838, -3.44208], [-5.39818, 0.08829, -4.21528], [-3.53673, -1.63444, -4.01090], [-1.70195, -1.22230, -2.45820], [-0.92087, 3.37942, -2.23308], [-0.10028, 4.69244, -4.18699], [-0.00190, 7.15815, -4.05474], [-0.73467, 8.32445, -2.00760], [-1.57319, 7.00050, -0.06343], [1.74026, 2.30619, 0.26173], [0.94202, 3.23419, 1.67137], [0.52726, 2.20915, 3.17361], [1.99914, 4.70421, 2.13850], [2.91196, 4.68075, 3.19243], [3.72054, 5.77554, 3.46882], [3.62807, 6.92041, 2.69178], [2.72507, 6.96482, 1.63789], [1.92231, 5.86757, 1.36572], [2.25789, 3.03188, -0.37061], [1.01891, 1.77951, -0.36232], [2.46349, 1.56685, 0.61469], [-0.34175, 2.62870, 3.68541], [1.36687, 2.26242, 3.86868], [0.34968, 1.14673, 2.97633], [3.00270, 3.79718, 3.81297], [4.42148, 5.73390, 4.29322], [4.25619, 7.77582, 2.90691], [2.64480, 7.85601, 1.02775], [1.21724, 5.92315, 0.54282]],
  "atomic_forces_ev_per_a": [[-0.130, -0.575, 0.381], [0.000, -0.004, 0.015], [-0.050, -0.002, 0.065], [-0.027, -0.025, 0.010], [0.069, -0.046, -0.084], [-0.036, -0.074, 0.077], [-0.013, 0.058, 0.002], [-0.093, 0.093, 0.026], [0.191, 0.053, -0.017], [0.032, 0.091, 0.092], [-0.089, 0.030, -0.108], [-0.035, 0.051, 0.002], [-0.004, -0.014, 0.019], [0.087, -0.051, -0.079], [-0.046, -0.207, -0.194], [-0.009, 0.079, 0.094], [0.144, -0.036, -0.029], [-0.107, 0.015, 0.037], [-0.040, 0.027, 0.000], [0.051, 0.065, 0.092], [0.213, 0.033, 0.100], [-0.156, 0.035, -0.057], [0.034, -0.078, -0.011], [-0.025, 0.023, 0.016], [0.006, 0.009, 0.013], [-0.028, -0.017, -0.065], [-0.005, -0.008, -0.003], [0.009, 0.014, -0.026], [0.009, 0.001, 0.009], [0.007, 0.003, 0.003], [-0.005, 0.019, -0.009], [0.042, 0.028, -0.023], [-0.001, -0.001, -0.002], [0.006, -0.005, 0.012], [-0.008, 0.005, -0.007], [-0.004, -0.005, -0.012], [-0.035, -0.006, -0.046], [0.010, -0.005, -0.001], [-0.001, -0.005, -0.006], [0.021, 0.005, 0.005], [-0.006, -0.014, 0.000], [0.012, 0.019, 0.010], [0.000, 0.005, -0.005], [0.004, -0.001, -0.006], [-0.002, -0.009, 0.001], [0.004, 0.002, 0.005], [0.042, 0.028, 0.130], [0.225, -0.275, -0.216], [-0.165, 0.186, 0.088], [-0.225, 0.277, 0.150], [-0.028, -0.072, 0.040], [0.025, -0.097, -0.068], [0.009, 0.034, 0.033], [0.006, -0.041, -0.016], [-0.035, 0.012, -0.081], [0.098, -0.057, 0.023], [-0.059, 0.051, 0.013], [0.002, 0.027, -0.029], [-0.243, 0.152, -0.262], [0.106, 0.013, 0.079], [0.061, 0.039, -0.059], [-0.001, 0.017, 0.031], [0.004, 0.027, -0.012], [0.000, -0.030, -0.007], [-0.008, 0.039, 0.029], [0.008, -0.036, -0.028], [-0.004, 0.021, 0.005], [-0.002, -0.003, -0.003], [-0.004, 0.010, 0.003], [0.002, -0.015, -0.009], [-0.024, 0.005, -0.019], [0.079, -0.014, 0.005], [0.005, -0.009, -0.016], [0.000, -0.009, 0.003], [0.000, -0.004, -0.004], [-0.003, -0.003, 0.005], [0.004, 0.015, -0.006], [-0.011, 0.131, 0.077], [0.094, -0.265, -0.035], [-0.058, 0.032, -0.064], [-0.042, 0.064, -0.061], [0.010, -0.019, 0.016], [0.006, 0.016, 0.003], [-0.010, -0.025, -0.003], [0.004, 0.002, -0.001], [0.000, 0.002, 0.006], [0.010, -0.047, -0.039], [0.058, 0.116, -0.085], [-0.023, -0.007, 0.035], [-0.017, 0.011, -0.040], [-0.004, -0.090, 0.026], [0.111, 0.231, 0.068], [0.001, -0.009, -0.001], [-0.001, -0.002, 0.000], [-0.001, 0.002, 0.000], [0.000, -0.001, 0.000], [-0.002, -0.008, -0.002]],
  "mulliken_spin": [0.01, 0.00, 0.00, 0.00, 0.00, 0.00, 0.00, 0.00, 0.00, 0.00, 0.00, -0.01, 0.03, 0.00, 0.00, 0.00, 0.00, 0.00, 0.00, 0.00, 0.00, 0.00, 0.00, 0.00, 0.00, 0.00, 0.00, 0.00, 0.00, 0.00, 0.00, 0.00, 0.00, 0.00, -0.01, -0.01, 0.00, 0.00, 0.00, 0.00, 0.00, 0.00, 0.00, 0.00, 0.00, 0.00, 0.00, 0.00, 0.00, 0.00, 0.06, 0.10, -0.04, 0.12, -0.09, 0.44, -0.04, 0.11, 0.19, 0.02, 0.01, -0.01, 0.00, 0.00, 0.00, -0.01, 0.03, 0.00, 0.00, 0.03, 0.00, 0.06, 0.01, 0.00, 0.00, 0.00, 0.00, -0.02, 0.00, 0.00, 0.00, 0.00, 0.00, 0.00, 0.00, 0.00, 0.00, 0.01, 0.00, 0.00, 0.00, 0.00, 0.00, 0.00, 0.00, 0.00, 0.00],
  "spin_multiplicity": 2,
  "total_charge": -1,
  "s2": 0.771,
  "e_lumo_ev": [2.0, 2.0],
  "relative_energy_kcal_mol": 9.6,
  "gap_ev": [3.590, 6.419]
}

No. 2
{
  "formula": "C39H42FMoN4O5S5",
  "method": "ωB97M-V/def2-TZVPD",
  "symbols": ["Mo", "C", "C", "C", "C", "C", "C", "C", "F", "C", "C", "C", "O", "C", "C", "N", "C", "C", "O", "O", "H", "H", "H", "H", "H", "H", "H", "H", "H", "H", "H", "N", "C", "C", "C", "C", "N", "H", "H", "H", "H", "H", "H", "H", "H", "H", "H", "H", "H", "O", "C", "C", "C", "C", "C", "S", "C", "C", "C", "C", "S", "C", "C", "C", "C", "S", "H", "H", "H", "H", "H", "H", "H", "H", "H", "C", "O", "C", "S", "S", "H", "H", "H", "N", "C", "C", "C", "C", "C", "C", "H", "H", "H", "H", "H", "H", "H"],
  "xyz": [[-0.61659, 0.80384, 0.27298], [6.40804, -1.34771, 0.38163], [5.74007, -1.89125, 1.63402], [5.80810, -3.40808, 1.67679], [5.19557, -3.91765, 2.96820], [3.77564, -3.44064, 3.06515], [2.82829, -4.16644, 3.74522], [1.49659, -3.75982, 3.75751], [0.60873, -4.51582, 4.41846], [1.07277, -2.65176, 3.08914], [2.02460, -1.88143, 2.40761], [1.60415, -0.72155, 1.66550], [0.34094, -0.46798, 1.56804], [2.60116, 0.10415, 1.14252], [3.91285, -0.33653, 1.17557], [4.30196, -1.46968, 1.72693], [3.37629, -2.26019, 2.40763], [2.35776, 1.42926, 0.50985], [3.25778, 2.17405, 0.22270], [1.07885, 1.76170, 0.34756], [7.38516, -1.81995, 0.29109], [6.57761, -0.27268, 0.40941], [5.82467, -1.60311, -0.50477], [6.23115, -1.48899, 2.52522], [6.85514, -3.70080, 1.60523], [5.27836, -3.81612, 0.81096], [5.77430, -3.55522, 3.82379], [5.21337, -5.00641, 3.01023], [3.10305, -5.07913, 4.25909], [0.03069, -2.37370, 3.06991], [4.66374, 0.28312, 0.71124], [-2.04276, -0.85874, 0.40528], [-2.68837, -1.39976, 1.64442], [-2.54962, -0.46639, 2.82895], [-3.18718, 0.91230, 2.60021], [-2.24314, 2.03483, 2.97734], [-1.08630, 2.11956, 2.02804], [-2.76339, -0.66705, -0.28846], [-1.45596, -1.61684, 0.01407], [-2.23066, -2.36719, 1.84989], [-3.74143, -1.57765, 1.42086], [-1.48614, -0.35429, 3.05059], [-2.99130, -0.95129, 3.70102], [-4.10942, 1.01366, 3.17405], [-3.47651, 1.04657, 1.55287], [-1.84967, 1.86637, 3.98040], [-2.75106, 2.99826, 2.97900], [-0.21325, 2.15310, 2.54730], [-1.14828, 3.02486, 1.56015], [-1.62944, 1.87027, -0.88449], [-2.41119, 2.97354, -1.35340], [-2.73960, 3.90401, -0.20004], [-1.87281, 4.76016, 0.42467], [-2.47952, 5.47975, 1.48845], [-3.79803, 5.16459, 1.63551], [-4.30510, 3.99732, 0.49967], [-1.61264, 3.71985, -2.39889], [-1.65438, 5.05360, -2.68608], [-0.87069, 5.39407, -3.82093], [-0.25845, 4.30842, -4.36516], [-0.63066, 2.87108, -3.52323], [-3.65516, 2.37714, -1.98362], [-4.29747, 2.77994, -3.11072], [-5.46224, 2.00928, -3.39224], [-5.68060, 1.03423, -2.47395], [-4.48184, 1.05185, -1.24977], [-0.84412, 4.88422, 0.11160], [-1.96829, 6.21360, 2.09415], [-4.50169, 5.57487, 2.34220], [-2.23132, 5.76801, -2.11754], [-0.76227, 6.39844, -4.20198], [0.40968, 4.27913, -5.21088], [-3.94244, 3.59360, -3.72702], [-6.10185, 2.17449, -4.24640], [-6.47634, 0.30782, -2.44536], [1.10925, -6.04491, 0.42899], [1.90040, -4.98241, -0.11570], [1.36007, -3.82762, -0.52263], [-0.31994, -3.57891, -0.38687], [2.46687, -2.77295, -1.22952], [1.71265, -6.50689, 1.20610], [0.91186, -6.77022, -0.35914], [0.17177, -5.67699, 0.83654], [0.20172, -0.38975, -1.40514], [-0.28749, -0.38568, -2.77714], [0.63218, -0.37028, -3.81415], [0.18730, -0.36885, -5.12688], [-1.17266, -0.39525, -5.40418], [-2.08587, -0.43296, -4.36195], [-1.64324, -0.42988, -3.04750], [1.18611, -0.12700, -1.45004], [0.26703, -1.39000, -1.12302], [1.69322, -0.36410, -3.59472], [0.90725, -0.35512, -5.93426], [-1.51821, -0.39207, -6.42912], [-3.14861, -0.45502, -4.56565], [-2.36952, -0.44025, -2.24894]],
  "atomic_forces_ev_per_a": [[-0.016, 0.133, -0.133], [-0.009, -0.007, -0.013], [0.019, 0.013, -0.012], [0.001, 0.020, 0.031], [0.013, -0.010, 0.002], [0.003, -0.011, 0.019], [0.012, -0.056, -0.003], [-0.081, -0.053, -0.014], [0.039, 0.036, -0.004], [-0.010, -0.006, -0.007], [-0.023, -0.054, -0.110], [-0.165, 0.167, 0.085], [0.269, -0.178, 0.042], [0.003, -0.118, -0.122], [-0.005, 0.080, 0.007], [0.032, -0.054, -0.032], [-0.072, -0.029, -0.095], [-0.003, 0.138, 0.145], [0.028, -0.043, -0.105], [-0.102, -0.021, 0.018], [0.005, 0.006, 0.005], [-0.007, -0.004, -0.002], [-0.003, 0.000, -0.003], [0.000, -0.001, -0.001], [-0.010, -0.007, -0.014], [0.003, -0.002, -0.009], [-0.003, -0.003, -0.002], [0.003, 0.005, -0.001], [-0.006, -0.001, -0.007], [-0.022, -0.002, -0.018], [0.002, -0.003, -0.014], [0.079, -0.040, 0.027], [0.001, 0.013, -0.023], [0.002, 0.006, -0.001], [0.015, -0.018, 0.015], [0.009, -0.015, -0.021], [0.019, 0.035, 0.003], [-0.006, 0.001, -0.008], [-0.130, -0.085, 0.033], [0.019, 0.011, 0.012], [-0.002, -0.015, 0.010], [-0.014, 0.003, 0.008], [-0.022, 0.002, -0.010], [0.005, 0.001, 0.010], [-0.013, 0.000, -0.019], [-0.005, 0.016, 0.007], [-0.012, -0.008, -0.018], [-0.002, -0.047, 0.005], [0.007, -0.008, 0.040], [0.190, -0.057, -0.066], [-0.071, -0.026, 0.035], [-0.014, -0.017, 0.010], [-0.020, 0.003, -0.007], [-0.002, 0.009, -0.006], [-0.002, 0.013, -0.011], [0.015, 0.007, -0.003], [0.005, 0.016, 0.002], [-0.022, -0.010, -0.010], [-0.003, 0.000, 0.000], [0.004, 0.002, 0.001], [0.018, -0.025, 0.024], [-0.043, 0.056, 0.028], [0.027, -0.029, -0.019], [-0.004, -0.005, -0.001], [0.000, -0.004, -0.017], [-0.043, 0.043, 0.042], [0.008, 0.012, -0.015], [0.002, 0.000, 0.002], [-0.003, -0.002, -0.001], [-0.002, 0.002, 0.011], [-0.002, 0.000, 0.000], [-0.001, -0.003, 0.000], [-0.006, 0.001, 0.001], [0.000, 0.001, 0.001], [0.000, -0.002, 0.007], [-0.009, 0.006, -0.045], [0.004, 0.120, 0.194], [0.059, -0.165, -0.206], [-0.067, 0.147, 0.062], [0.052, 0.133, 0.257], [0.054, -0.008, 0.002], [-0.050, 0.015, -0.008], [0.023, 0.004, 0.027], [0.062, 0.011, -0.019], [-0.008, 0.043, -0.024], [0.006, 0.030, 0.000], [-0.005, -0.003, 0.000], [0.007, 0.004, -0.001], [0.004, 0.010, -0.007], [0.011, -0.020, 0.007], [0.012, -0.070, -0.019], [-0.052, -0.016, 0.085], [0.000, -0.005, 0.003], [0.000, 0.002, 0.000], [0.003, -0.002, -0.001], [-0.005, -0.003, 0.003], [0.026, -0.005, -0.023]],
  "mulliken_spin": [1.91, 0.00, 0.00, 0.00, 0.00, 0.00, 0.00, 0.00, 0.00, 0.00, 0.00, 0.02, -0.03, -0.02, 0.00, 0.01, 0.00, 0.01, 0.03, 0.02, 0.00, 0.00, 0.00, 0.00, 0.00, 0.00, 0.00, 0.00, 0.00, 0.00, 0.00, 0.02, 0.00, 0.00, 0.04, -0.01, 0.00, 0.00, 0.00, 0.00, 0.00, 0.00, 0.00, 0.00, -0.01, 0.00, 0.00, 0.01, -0.01, 0.10, -0.04, 0.01, 0.00, 0.00, 0.00, 0.00, 0.00, 0.00, 0.00, 0.00, 0.00, 0.01, 0.00, 0.00, 0.00, 0.00, 0.00, 0.00, 0.00, 0.00, 0.00, 0.00, 0.00, 0.00, 0.00, 0.00, 0.00, 0.00, 0.00, 0.00, 0.00, 0.00, 0.00, -0.05, 0.00, 0.00, 0.00, 0.00, 0.00, 0.01, 0.01, 0.00, 0.00, 0.00, 0.00, 0.00, 0.00],
  "spin_multiplicity": 3,
  "total_charge": 1,
  "s2": 2.012,
  "e_lumo_ev": [-3.5, -3.3],
  "relative_energy_kcal_mol": 0.0,
  "gap_ev": [6.036, 6.219]
}